Entry 1:
C39H56BIN6O6STi | the ωB97M-V functional and the def2-TZVPD basis

Last column: Mulliken charge in e.
Cartesian coordinates (Å):
Ti  0.020  -0.901  -0.279  -1.1475
O  -2.150  -2.046  -2.850  -0.7842
C  -2.021  -1.120  -2.082  0.2044
O  -1.781  -1.291  -0.776  -0.0332
C  -2.343  0.322  -2.460  -0.4426
C  -3.517  0.819  -1.596  -0.0988
C  -4.023  2.170  -2.151  -1.1682
C  -2.978  3.144  -1.553  -0.8464
C  -1.983  2.144  -0.945  0.0021
O  -2.883  1.187  -0.382  0.0368
C  -1.268  1.403  -2.105  0.5323
C  0.198  0.935  -1.832  -0.0411
O  0.303  -0.508  -2.070  -0.8067
O  0.312  0.795  -0.174  1.9947
H  -2.593  0.302  -3.521  0.4009
H  -4.299  0.081  -1.413  0.5637
H  -5.033  2.386  -1.799  0.3386
H  -4.033  2.175  -3.242  0.4208
H  -3.416  3.754  -0.762  0.4682
H  -2.522  3.803  -2.293  0.3654
H  -1.328  2.523  -0.167  -0.2952
H  -1.123  2.084  -2.942  1.0954
C  -0.907  3.064  4.611  -1.5800
C  -1.727  2.010  3.948  0.8057
C  -3.099  1.888  3.862  -1.1255
C  -3.306  0.685  3.155  -0.3068
N  -2.150  0.126  2.843  -0.2694
N  -1.186  0.949  3.314  0.3813
B  0.306  0.603  3.226  -0.4274
N  0.542  -0.934  2.879  0.4284
N  -0.063  -1.712  1.900  0.7392
C  -0.014  -2.977  2.318  -0.5452
C  0.639  -3.046  3.553  -1.1539
C  0.967  -1.756  3.872  0.2602
C  1.654  -1.355  5.138  -1.5070
C  -0.627  -4.212  1.681  2.9672
C  0.432  -5.323  1.613  -1.8306
C  -1.760  -4.669  2.619  -1.5515
C  -1.223  -4.027  0.295  -1.6891
N  1.069  1.627  2.334  1.1210
N  0.474  2.736  1.831  -0.3593
C  1.448  3.502  1.360  -0.1434
C  2.699  2.892  1.558  -0.6818
C  2.408  1.702  2.186  0.0904
C  3.353  0.660  2.684  -1.5217
C  1.169  4.859  0.747  2.6731
C  0.615  4.713  -0.674  -1.3362
C  2.470  5.663  0.676  -1.9920
C  0.151  5.610  1.611  -1.8610
C  -4.613  0.020  2.788  2.9228
C  -5.278  -0.522  4.060  -2.0409
C  -5.532  1.054  2.128  -1.5883
C  -4.363  -1.131  1.817  -1.3146
H  -1.565  3.808  5.062  0.3869
H  -0.252  3.557  3.892  0.1394
H  -0.277  2.635  5.395  0.2260
H  -3.830  2.574  4.261  0.3790
H  0.786  0.700  4.330  -0.3120
H  0.851  -3.922  4.142  0.4811
H  1.981  -2.265  5.644  0.4325
H  0.988  -0.808  5.805  0.2321
H  2.523  -0.728  4.956  0.1002
H  0.830  -5.567  2.600  0.2976
H  1.260  -5.019  0.972  0.2502
H  -0.023  -6.228  1.199  0.4825
H  -1.387  -4.879  3.623  0.3620
H  -2.220  -5.578  2.221  0.4726
H  -2.528  -3.898  2.697  0.0052
H  -0.482  -3.694  -0.433  0.1415
H  -2.044  -3.316  0.291  0.0266
H  -1.602  -4.993  -0.052  0.5345
H  3.675  3.240  1.259  0.6945
H  4.337  0.825  2.243  0.4609
H  3.029  -0.347  2.416  0.1885
H  3.456  0.713  3.771  0.2529
H  1.274  4.115  -1.308  0.0224
H  -0.349  4.211  -0.663  -0.0165
H  0.481  5.705  -1.122  0.5786
H  3.182  5.189  -0.003  0.2077
H  2.937  5.749  1.661  0.3938
H  2.263  6.670  0.301  0.4644
H  -0.751  5.011  1.743  0.2155
H  -0.120  6.559  1.137  0.4523
H  0.561  5.823  2.603  0.3531
H  -5.454  0.279  4.783  0.3590
H  -4.635  -1.267  4.533  0.3662
H  -6.238  -0.993  3.823  0.4612
H  -5.773  1.867  2.818  0.3225
H  -6.469  0.585  1.810  0.4366
H  -5.037  1.482  1.254  0.0363
H  -3.772  -1.916  2.291  -0.2681
H  -3.792  -0.798  0.952  -0.0481
H  -5.318  -1.556  1.490  0.5199
I  2.404  -2.444  -0.414  -0.4877
C  3.898  1.093  -0.876  -0.2826
S  3.871  2.708  -1.678  0.1019
O  1.094  1.632  -2.321  -0.6822
C  4.482  2.360  -3.297  0.5975
C  5.331  3.269  -3.924  -0.5754
C  5.804  3.031  -5.207  -0.4597
C  5.440  1.875  -5.882  -0.3862
C  4.565  0.980  -5.273  -0.7415
C  4.075  1.223  -4.001  -0.4312
H  4.772  0.997  -0.233  0.3820
H  3.884  0.291  -1.605  0.4937
H  2.983  1.018  -0.294  -0.6365
H  5.627  4.164  -3.389  0.3549
H  6.472  3.747  -5.671  0.3296
H  5.818  1.681  -6.879  0.3374
H  4.248  0.087  -5.798  0.3990
H  3.340  0.562  -3.559  0.2727

Atomic forces in eV per Å
Ti 0.765 0.922 -0.508
O -0.126 0.081 -0.084
C -0.409 0.012 0.448
O 0.229 -0.094 -0.108
C 0.261 -0.115 -0.111
C -0.132 0.018 -0.099
C -0.002 -0.026 -0.023
C 0.055 0.024 -0.019
C 0.092 0.320 -0.052
O -0.071 0.002 -0.002
C -0.083 -0.162 0.471
C -0.008 -0.785 -1.745
O -0.120 0.392 0.500
O -0.488 -0.992 0.796
H 0.047 0.118 -0.007
H 0.043 -0.034 0.059
H 0.004 -0.004 0.013
H -0.020 0.010 -0.004
H 0.003 0.010 -0.001
H 0.000 -0.003 -0.002
H 0.006 -0.078 0.035
H -0.143 -0.032 -0.030
C 0.002 0.043 0.048
C 0.025 0.071 -0.004
C -0.016 0.001 0.053
C 0.082 -0.106 -0.008
N -0.023 0.074 -0.081
N -0.054 -0.240 0.044
B 0.187 0.021 -0.244
N -0.244 -0.158 0.317
N 0.110 0.172 -0.025
C -0.006 0.053 -0.050
C -0.018 -0.024 -0.082
C -0.068 0.099 0.017
C -0.006 -0.007 0.028
C -0.011 -0.073 0.046
C 0.013 0.017 0.002
C 0.005 -0.038 0.007
C 0.016 0.083 -0.029
N -0.063 0.039 -0.027
N 0.099 0.040 0.079
C -0.035 0.055 0.015
C -0.015 -0.003 0.016
C -0.003 -0.067 0.111
C 0.011 -0.032 -0.073
C -0.024 -0.026 -0.032
C 0.043 -0.032 -0.054
C -0.006 0.034 -0.002
C -0.014 -0.011 0.008
C 0.056 0.054 0.001
C -0.034 0.016 0.000
C -0.001 -0.014 -0.020
C 0.018 -0.051 0.014
H 0.000 -0.003 0.018
H -0.037 -0.020 0.006
H -0.002 -0.010 0.003
H -0.001 0.009 -0.019
H 0.005 0.122 -0.005
H -0.007 0.003 0.004
H 0.010 -0.001 -0.003
H -0.008 -0.007 -0.003
H -0.012 0.000 0.004
H -0.002 0.010 -0.009
H 0.007 -0.002 -0.006
H 0.011 -0.003 -0.006
H 0.003 -0.003 -0.006
H -0.010 0.004 0.005
H -0.005 0.022 -0.008
H 0.019 -0.033 -0.005
H -0.010 0.048 0.003
H -0.008 0.006 -0.015
H 0.005 0.013 0.020
H -0.001 0.006 0.018
H 0.019 0.012 -0.025
H 0.008 0.009 -0.005
H -0.009 0.000 0.045
H -0.058 0.021 0.031
H 0.006 -0.005 -0.018
H -0.001 0.001 0.009
H -0.009 0.005 0.007
H 0.000 -0.001 -0.006
H -0.003 -0.001 -0.018
H 0.007 0.006 0.010
H 0.006 -0.012 -0.001
H -0.007 0.001 -0.011
H 0.003 0.003 -0.003
H -0.003 0.001 0.001
H 0.012 -0.004 -0.006
H -0.002 0.008 0.016
H 0.007 -0.001 -0.029
H -0.006 -0.008 0.020
H 0.008 0.049 -0.080
H 0.015 -0.005 0.003
I 0.004 0.004 0.137
C -0.229 -0.085 -0.034
S 0.422 0.293 -0.023
O 0.048 0.074 0.439
C -0.133 -0.173 0.008
C 0.049 0.063 0.052
C -0.027 -0.021 -0.006
C -0.053 0.003 -0.003
C 0.059 0.005 -0.022
C -0.051 0.063 0.023
H 0.019 0.014 -0.015
H -0.004 -0.001 -0.032
H 0.002 -0.034 -0.042
H 0.034 -0.022 0.016
H -0.001 0.003 -0.007
H 0.005 -0.007 0.000
H -0.013 0.010 -0.016
H -0.011 -0.006 -0.006

The value obtained for the total energy is -3870.22793 hartree. The net charge is -2. The calculation puts the orbital gap at 7.220 eV. The calculation puts the molar mass at 922.56 g mol⁻¹. The energy above the lowest of the compared OMol25 structures with the same formula, charge and spin comes out at 25.62 kJ/mol. The LUMO energy comes out at 4.23 eV.


Entry 2:
C8H12ClF6N4O9PrS2 | the ωB97M-V functional and the def2-TZVPD basis

Last column: Mulliken spin population.
Cartesian coordinates (Å):
Pr  0.098  -0.273  0.160  2.0217
O  2.205  0.949  1.219  0.0007
Cl  2.750  0.055  0.232  -0.0036
O  4.158  0.067  0.225  0.0003
O  2.248  -1.265  0.535  -0.0009
O  2.200  0.448  -1.039  -0.0016
N  -0.931  0.044  4.488  -0.0001
C  -0.368  0.281  3.292  -0.0008
O  0.108  -0.652  2.626  -0.0016
C  -0.364  1.699  2.799  0.0017
C  -0.939  1.761  1.352  -0.0201
H  -0.992  -0.901  4.828  0.0000
H  -1.353  0.782  5.018  0.0000
H  0.680  2.016  2.761  0.0005
H  -0.901  2.339  3.509  -0.0009
H  -0.677  2.755  0.968  0.0003
H  -2.035  1.768  1.454  0.0002
F  -4.208  -3.352  -1.742  0.0000
C  -3.847  -2.614  -0.702  -0.0004
F  -3.982  -3.317  0.416  0.0000
F  -4.618  -1.532  -0.638  -0.0001
S  -2.099  -2.030  -0.896  -0.0001
O  -1.712  -1.563  0.430  0.0021
O  -2.149  -0.992  -1.880  0.0001
N  -1.394  -3.366  -1.327  0.0001
S  0.173  -3.197  -1.488  -0.0012
O  0.746  -4.016  -2.490  -0.0004
O  0.502  -1.778  -1.447  0.0000
C  0.779  -3.866  0.152  0.0004
F  2.085  -4.016  0.187  0.0000
F  0.392  -3.010  1.125  0.0006
F  0.202  -5.041  0.372  0.0001
C  -2.720  2.281  -4.235  0.0000
N  -2.178  2.703  -2.952  0.0000
C  -2.549  4.016  -2.439  0.0001
C  -1.324  1.966  -2.293  0.0013
N  -0.575  1.335  -1.681  0.0019
H  -2.368  2.939  -5.033  0.0000
H  -3.810  2.309  -4.201  0.0000
H  -2.403  1.263  -4.449  0.0000
H  -2.155  4.803  -3.085  0.0000
H  -2.145  4.143  -1.438  -0.0001
H  -3.636  4.101  -2.396  0.0000

Atomic forces in eV per Å
Pr -0.765 3.898 2.191
O -0.314 0.240 0.302
Cl 3.600 0.990 0.356
O 0.146 -0.012 -0.053
O 0.258 -0.885 0.301
O -0.202 0.022 -0.715
N 0.050 -0.216 -0.019
C -0.087 0.335 0.169
O -0.214 -0.010 -0.169
C -0.265 -0.010 -0.435
C 0.040 -0.030 0.606
H 0.039 -0.019 -0.010
H 0.028 0.065 -0.004
H 0.028 -0.011 0.176
H 0.125 0.026 0.099
H 0.024 -0.087 -0.172
H -0.005 -0.105 -0.170
F 0.031 0.097 0.078
C 0.119 -0.123 0.113
F 0.006 0.025 -0.113
F 0.045 -0.093 0.040
S -1.969 -0.874 -0.949
O -1.375 -0.944 0.534
O -0.024 0.033 -0.124
N 0.133 0.160 -0.032
S 0.058 -1.082 0.330
O -0.059 -0.009 -0.085
O 0.575 -1.332 -1.674
C -0.259 0.045 0.057
F 0.031 0.105 -0.129
F 0.197 -0.445 -0.311
F -0.023 0.044 -0.009
C 0.044 -0.083 -0.068
N -0.150 0.146 -0.001
C 0.033 0.066 -0.009
C 0.094 -0.059 0.086
N 0.008 0.183 -0.237
H -0.007 0.000 0.011
H 0.004 0.006 0.010
H 0.008 0.003 0.024
H -0.008 -0.014 0.003
H -0.002 -0.022 -0.002
H 0.002 -0.025 0.005

The value obtained for the total energy is -3580.76852 hartree. Its expectation value of S² is 2.003. The calculation puts the orbital gap (alpha / beta) at 7.857 / 7.847 eV. The calculation puts the molar mass at 662.69 g mol⁻¹. The multiplicity is 3. The energy above the lowest of the compared OMol25 structures with the same formula, charge and spin comes out at 125.32 kJ/mol. The LUMO energy (alpha / beta) comes out at 0.27 / 0.27 eV.


Entry 3:
C17H43N2O13Sr2 | the ωB97M-V functional and the def2-TZVPD basis

Last column: Mulliken charge in e.
Cartesian coordinates (Å):
Sr  -27.065  -8.672  -7.119  1.8709
Sr  -29.997  -7.755  -3.115  1.9153
N  -28.196  -5.671  -5.217  0.5318
O  -29.224  -6.138  -4.837  -0.7459
O  -27.822  -4.601  -4.751  -0.2689
O  -27.546  -6.230  -6.080  -0.3120
C  -28.036  -1.494  -4.613  -0.3162
N  -28.602  -1.107  -5.957  0.9927
O  -29.833  -1.056  -6.002  -0.6023
O  -27.863  -0.869  -6.850  -0.5079
H  -28.415  -0.786  -3.876  0.4506
H  -26.960  -1.324  -4.561  0.1555
H  -28.356  -2.455  -4.210  -0.2393
C  -30.132  -4.234  -2.041  -0.6681
O  -30.883  -5.322  -2.618  -0.2558
C  -31.989  -4.906  -3.384  -0.6231
C  -32.236  -5.743  -4.602  -0.5421
O  -32.083  -7.130  -4.362  -0.2468
C  -32.827  -7.994  -5.286  -0.9677
H  -29.508  -3.873  -2.858  0.1083
H  -29.527  -4.476  -1.167  0.3148
H  -30.828  -3.487  -1.658  0.3992
H  -31.831  -3.873  -3.692  0.4699
H  -32.904  -4.839  -2.795  0.4183
H  -31.511  -5.353  -5.316  0.1569
H  -33.244  -5.598  -4.989  0.4982
H  -32.507  -7.855  -6.318  0.3544
H  -33.910  -7.878  -5.230  0.3419
H  -32.686  -9.023  -4.953  0.3320
C  -27.629  -6.116  -9.342  -0.6965
O  -28.168  -7.343  -8.887  -0.2674
C  -29.273  -7.755  -9.666  -0.6985
C  -29.811  -9.063  -9.127  -0.3577
O  -28.768  -9.813  -8.763  -0.3441
C  -29.008  -11.249  -8.715  -0.8708
H  -26.906  -6.175  -10.156  0.3592
H  -27.133  -5.554  -8.551  0.1089
H  -28.440  -5.436  -9.601  0.3324
H  -28.956  -7.789  -10.709  0.4631
H  -30.036  -6.981  -9.587  0.4353
H  -30.349  -9.582  -9.920  0.3904
H  -30.493  -8.849  -8.305  0.1443
H  -28.146  -11.710  -8.232  0.2942
H  -29.083  -11.719  -9.695  0.3207
H  -29.802  -11.576  -8.043  0.3815
C  -22.389  -7.660  -4.439  -0.7427
O  -22.955  -6.673  -3.490  -0.4337
C  -23.703  -5.539  -4.065  0.0990
C  -24.126  -4.528  -2.956  -0.0383
O  -24.712  -5.238  -1.841  -0.4135
C  -26.029  -4.695  -1.549  -0.5771
H  -21.402  -8.091  -4.267  0.3057
H  -22.559  -7.402  -5.484  0.2972
H  -23.015  -8.550  -4.368  0.2235
H  -24.574  -5.967  -4.561  -0.1346
H  -23.078  -5.014  -4.787  0.3509
H  -24.763  -3.805  -3.466  0.0778
H  -23.339  -3.813  -2.717  0.2015
H  -26.302  -5.274  -0.667  0.3565
H  -26.725  -4.951  -2.347  0.0952
H  -26.006  -3.619  -1.371  0.3334
C  -25.320  -3.098  -6.940  -0.6348
O  -24.514  -2.551  -5.886  -0.0598
C  -23.160  -2.237  -6.237  -0.5886
C  -22.558  -1.267  -5.143  -0.8555
O  -22.573  -1.785  -3.828  -0.1727
C  -21.981  -1.025  -2.825  -0.8476
H  -26.143  -3.604  -6.436  -0.1826
H  -24.832  -3.816  -7.599  0.3407
H  -25.638  -2.396  -7.711  0.4554
H  -23.248  -1.541  -7.071  0.4376
H  -22.493  -3.078  -6.426  0.3565
H  -22.948  -0.254  -5.242  0.4200
H  -21.496  -1.287  -5.385  0.4061
H  -20.993  -0.664  -3.108  0.3189
H  -21.854  -1.580  -1.895  0.2375
H  -22.742  -0.247  -2.758  0.3585

Atomic forces in eV per Å
Sr -0.299 1.201 -0.988
Sr -0.988 1.929 0.112
N 3.446 4.930 0.671
O -4.879 -3.797 2.055
O 0.075 -0.587 -0.369
O 1.848 -2.711 -2.342
C 0.374 1.098 1.142
N -1.807 -0.732 1.958
O 0.806 -0.225 -0.070
O 1.029 0.245 -1.128
H -0.391 0.281 -0.335
H 0.008 -0.529 -0.615
H 0.067 -0.030 -0.927
C -0.162 0.715 -0.306
O 0.648 -1.845 0.781
C -1.417 1.026 0.545
C 0.196 1.013 -0.827
O 0.193 -1.564 -0.014
C 0.048 -0.068 0.475
H 0.074 0.428 0.309
H -0.029 -0.831 -0.230
H -0.005 0.159 -0.317
H 0.122 0.006 -0.402
H 0.102 -0.344 0.586
H -0.015 -0.698 -0.599
H 0.021 0.388 0.127
H 0.145 0.091 0.094
H 0.051 0.637 0.178
H 0.388 -0.031 -0.071
C 0.220 1.980 0.024
O 0.911 -0.525 1.053
C -0.631 0.402 -0.722
C -2.198 1.917 -1.652
O 3.044 -3.046 2.061
C 0.802 -0.566 0.579
H -0.302 -0.560 -0.236
H 0.111 -0.539 0.479
H -0.083 -0.145 -0.387
H -0.024 -0.346 -0.070
H -0.171 -0.007 -0.102
H -0.425 0.249 -0.061
H -0.225 -0.174 0.289
H 0.455 0.188 -0.212
H -0.270 0.455 -0.104
H -0.630 0.622 -0.312
C -2.264 0.315 0.404
O 0.800 -0.005 -1.154
C 1.245 -0.791 1.266
C 0.384 -0.986 -0.918
O -0.907 1.712 -1.031
C 1.510 -1.401 0.329
H 0.274 1.123 0.386
H 0.602 0.723 -0.104
H -0.414 -0.380 0.389
H -0.462 0.057 -0.203
H -0.057 0.048 -0.155
H -0.923 -0.292 -0.006
H 0.601 -0.745 0.690
H -0.322 0.463 0.254
H -0.196 0.209 -0.387
H -0.064 -0.041 0.087
C 0.549 0.011 0.170
O -0.035 -0.981 -0.602
C -0.879 2.398 1.498
C 1.122 -1.597 -0.263
O -1.056 -2.488 -0.985
C -0.491 1.069 -0.398
H -0.194 0.254 -0.220
H 0.754 -0.628 0.454
H -0.386 0.760 0.559
H 0.541 -0.362 -0.634
H -0.322 -0.261 0.006
H -0.296 0.014 0.214
H 0.258 0.723 -0.569
H 0.034 0.304 -0.114
H -0.390 -0.205 -0.193
H 0.750 0.921 1.108

The value obtained for the total energy is -1821.27621 hartree. The net charge is +3. The calculation puts the orbital gap at 3.312 eV. The calculation puts the molar mass at 658.77 g mol⁻¹. The energy above the lowest of the compared OMol25 structures with the same formula, charge and spin comes out at 164.36 kJ/mol. The LUMO energy comes out at -11.03 eV.


Q: Look up the molar mass of the second one.
A: 662.69 g mol⁻¹


Q: Among the records above, which one has the lowest energy above the lowest of the compared OMol25 structures with the same formula, charge and spin?
A: C39H56BIN6O6STi